Computed, not measured: C46H38IrN10O4 as an isolated structure, with wB97M-V/def2-TZVPD.

Calculated values
**Charge**: +1
**HOMO level**: -10.7 eV
**Gap between HOMO and LUMO**: 6.948 eV
**E_tot**: -74244.07827 eV
**ΔE to the lowest compared entry with this formula, charge and spin**: 0.00 kJ/mol

Last column: Löwdin charge in e.
Cartesian coordinates (Å):
1 Ir -0.17617 0.04327 0.20098  1.464
2 C 5.06545 -1.75149 0.08600  -0.047
3 N 3.64853 -1.65787 0.42901  -0.103
4 C 2.78711 -0.72044 0.06730  -0.095
5 N 1.63784 -0.92364 0.71064  -0.067
6 C 1.86750 -2.05653 1.43740  -0.210
7 N 3.07845 -2.52008 1.30089  0.150
8 C 5.83673 -0.53662 0.55448  -0.191
9 C 7.04298 -0.20619 -0.05159  -0.021
10 C 7.77184 0.88910 0.39140  -0.042
11 C 7.29907 1.67790 1.42774  0.000
12 C 6.09139 1.34988 2.03382  -0.128
13 C 5.37386 0.23862 1.60531  0.024
14 C 5.54426 2.19071 3.09519  -0.284
15 N 6.01653 3.27230 3.60580  0.135
16 N 5.08110 3.71331 4.53178  0.135
17 C 4.11733 2.86337 4.50894  -0.289
18 O 4.33623 1.85832 3.62213  0.115
19 C 2.85093 2.87562 5.23671  -0.127
20 C 2.46297 4.00404 5.95524  0.003
21 C 1.23463 4.01515 6.59143  -0.041
22 C 0.38163 2.92145 6.49769  -0.017
23 C 0.76600 1.79158 5.78798  -0.197
24 C -0.15651 0.60240 5.67951  -0.044
25 N -0.64310 0.38834 4.30677  -0.085
26 C 0.05025 0.14596 3.20521  -0.113
27 N -0.78601 0.05298 2.17533  -0.074
28 C -2.01815 0.25627 2.73086  -0.142
29 N -1.95975 0.45598 4.02134  0.152
30 C 2.01508 1.76846 5.18062  0.014
31 H 5.15250 -1.88782 -0.99171  0.138
32 H 5.42448 -2.65516 0.57625  0.141
33 H 3.00224 0.07553 -0.62450  0.160
34 H 1.13454 -2.50967 2.08458  0.123
35 H 7.41405 -0.80084 -0.87778  0.122
36 H 8.70911 1.13752 -0.08720  0.115
37 H 7.84688 2.54696 1.76525  0.124
38 H 4.45057 -0.01169 2.11141  0.116
39 H 3.12486 4.85824 5.99892  0.124
40 H 0.92843 4.88711 7.15284  0.116
41 H -0.58746 2.95097 6.98031  0.120
42 H -1.05542 0.74630 6.27232  0.129
43 H 0.33106 -0.31444 6.01191  0.139
44 H 1.11825 0.03871 3.15545  0.119
45 H -2.93720 0.25696 2.16885  0.122
46 H 2.36667 0.88135 4.66949  0.112
47 C -0.91280 -2.81950 -0.62017  -0.130
48 N -1.37146 -1.44822 -0.34422  -0.100
49 C -2.61302 -1.12963 -0.57515  -0.038
50 C -2.98319 0.21283 -0.40601  -0.347
51 C -4.14424 0.98919 -0.47551  -0.032
52 C -3.74660 2.29173 -0.18685  -0.061
53 C -2.36032 2.26586 0.03912  -0.148
54 N -1.91135 1.01626 -0.10289  -0.156
55 C -0.04844 -2.94600 -1.84824  -0.226
56 C 1.26752 -3.37519 -1.75945  -0.050
57 C 2.03591 -3.52159 -2.90613  -0.067
58 C 1.49186 -3.23411 -4.14652  -0.065
59 C 0.17455 -2.80701 -4.24128  -0.062
60 C -0.59271 -2.66710 -3.09792  -0.028
61 H -1.82529 -3.40178 -0.76725  0.129
62 H -0.41090 -3.21836 0.26152  0.108
63 H -3.30411 -1.90475 -0.88641  0.151
64 H -5.14013 0.64066 -0.69654  0.114
65 H -4.37472 3.16573 -0.13800  0.105
66 H -1.69939 3.07857 0.29996  0.124
67 H 1.68748 -3.63613 -0.79500  0.096
68 H 3.05839 -3.86981 -2.83009  0.105
69 H 2.09199 -3.34021 -5.04009  0.111
70 H -0.25649 -2.58100 -5.20732  0.100
71 H -1.62037 -2.32623 -3.18270  0.116
72 O -0.45763 2.35461 -2.02946  -0.044
73 C 0.04245 1.74325 -3.20298  -0.305
74 C 0.95917 0.58328 -2.74983  -0.508
75 O 1.79723 0.13459 -3.49696  0.094
76 O 0.80515 0.07478 -1.55653  -0.214
77 C 0.78872 2.80061 -4.03674  -0.111
78 C 0.54511 4.14417 -3.76185  -0.024
79 C 1.14550 5.15086 -4.50478  -0.077
80 C 2.00876 4.83416 -5.53972  -0.087
81 C 2.26691 3.50063 -5.81696  -0.069
82 C 1.66556 2.49324 -5.07726  -0.033
83 C -1.07432 1.05214 -4.00952  -0.101
84 C -2.39239 1.04305 -3.56927  -0.021
85 C -3.38521 0.39343 -4.29540  -0.072
86 C -3.07266 -0.26986 -5.46826  -0.080
87 C -1.75467 -0.27869 -5.90933  -0.075
88 C -0.76837 0.37109 -5.18792  -0.023
89 H -1.35173 2.66905 -2.19948  0.072
90 H -0.11469 4.41820 -2.95211  0.108
91 H 0.93476 6.18568 -4.26752  0.104
92 H 2.47888 5.61619 -6.12122  0.104
93 H 2.94680 3.23474 -6.61618  0.106
94 H 1.91774 1.46860 -5.29256  0.094
95 H -2.69436 1.52593 -2.64832  0.084
96 H -4.40570 0.41466 -3.93266  0.105
97 H -3.84414 -0.77177 -6.03732  0.106
98 H -1.49248 -0.79305 -6.82519  0.110
99 H 0.25201 0.33119 -5.53649  0.107

Computed, not measured: a 2-piece molecular cluster, CH3ClFNS overall in a non-equilibrium geometry, with wB97M-V/def2-TZVPD.

Calculated values
**HOMO level (alpha / beta)**: -10.0 / -10.0 eV
**Gap between HOMO and LUMO (alpha / beta)**: 9.133 / 9.132 eV
**E_tot**: -28647.07548 eV
**ΔE to the lowest compared entry with this formula, charge and spin**: 302.40 kJ/mol

Last column: Löwdin charge in e.
Cartesian coordinates (Å):
1 C -0.49058 -0.79818 0.34900  -0.491
2 N -0.09343 1.50456 -0.77621  -0.360
3 F -1.09201 -1.83825 -0.21326  -0.085
4 S 0.64381 0.10772 -0.81272  0.656
5 Cl 2.41229 0.22545 0.59739  0.008
6 H -1.61579 -0.03633 1.11923  0.235
7 H 0.00380 -1.29962 1.21720  0.061
8 H 0.23191 2.13464 -1.48063  -0.025

Computed, not measured: C6H10 in the gas phase in a non-equilibrium geometry, with wB97M-V/def2-TZVPD.

Calculated values
**HOMO level**: -8.1 eV
**Gap between HOMO and LUMO**: 9.109 eV
**E_tot**: -6380.43240 eV
**ΔE to the lowest compared entry with this formula, charge and spin**: 330.67 kJ/mol
**SMILES**: C=CC/C=C/C

Last column: Löwdin charge in e.
Cartesian coordinates (Å):
1 C 0.00457 -0.27822 -1.59917  -0.179
2 C -0.28842 -0.17469 -2.90644  -0.016
3 C -1.13941 -0.27532 -0.59109  -0.208
4 C -0.64647 0.01200 0.82276  -0.141
5 C 0.60482 -0.23212 1.28147  -0.189
6 C 1.14836 0.73659 2.31773  -0.121
7 H 0.94147 -0.74383 -1.29089  0.097
8 H -1.31523 -0.19984 -3.27039  0.055
9 H 0.39913 0.01746 -3.73173  0.048
10 H -1.36428 -1.37192 -0.61944  0.124
11 H -2.08102 0.25350 -0.71615  0.108
12 H -1.36556 0.16826 1.64514  0.116
13 H 1.06771 -1.20001 1.12530  0.102
14 H 2.23983 0.85203 2.24537  0.068
15 H 0.90488 0.72654 3.39266  0.073
16 H 0.88960 1.70957 1.89488  0.063